# 1
A structure of composition C12H19IrN3S2Si, computed with ωB97M-V with the def2-TZVPD basis set.

The geometry in XYZ format:
```
38
Properties=species:S:1:pos:R:3:forces:R:3
Ir -0.0336 -0.4218 0.0893 0.120 0.027 -0.030
C 4.3960 -3.4559 -0.2118 0.011 0.030 -0.060
S 2.9585 -3.9340 -1.1610 -0.018 0.013 0.045
C 1.9286 -2.5970 -1.0270 0.020 -0.071 -0.001
S 2.2620 -1.1304 -0.2460 -0.005 -0.003 -0.003
N 0.7723 -2.8580 -1.7125 -0.003 0.023 -0.055
N -0.1508 -1.9454 -1.5155 -0.103 0.011 0.010
C -1.1742 -1.9195 -2.3434 -0.005 0.053 0.044
C -2.0946 -0.8293 -2.1788 0.037 -0.064 -0.042
C -3.2659 -0.7371 -2.9192 -0.008 0.010 0.013
C -4.1011 0.3545 -2.7192 0.007 -0.002 0.012
C -3.7324 1.3128 -1.7922 -0.003 -0.011 -0.006
C -2.5401 1.1594 -1.0891 -0.014 0.009 -0.006
N -1.7321 0.1219 -1.2758 0.014 -0.024 0.030
H 5.0772 -4.3029 -0.2595 -0.001 -0.001 0.006
H 4.1193 -3.2488 0.8209 -0.021 -0.010 0.002
H 4.8555 -2.5795 -0.6694 0.015 -0.002 0.019
H -1.2741 -2.6639 -3.1260 0.010 0.003 -0.007
H -3.5147 -1.5120 -3.6320 0.002 -0.004 0.001
H -5.0214 0.4504 -3.2788 0.000 0.004 -0.001
H -4.3486 2.1811 -1.6059 0.001 0.003 -0.007
H -2.2300 1.8961 -0.3592 0.002 -0.011 -0.014
C -0.5652 2.7657 2.8985 0.015 -0.008 -0.041
Si 0.5253 1.5608 2.0017 0.039 0.086 0.094
C 0.6773 2.1570 0.1802 -0.054 -0.117 -0.190
C 2.2156 1.3363 2.7243 -0.019 -0.014 -0.012
C -0.3710 -0.1678 2.0809 -0.059 -0.034 -0.067
H -0.1233 3.7640 2.8531 -0.002 -0.001 0.000
H -0.6593 2.4855 3.9482 -0.004 0.000 0.002
H -1.5663 2.8179 2.4675 -0.004 0.000 0.005
H 1.6118 2.7261 0.1490 0.004 0.020 0.067
H -0.1417 2.8235 -0.0897 0.015 0.032 0.066
H 0.8161 1.4920 -0.7043 -0.010 0.014 0.077
H 2.7584 2.2840 2.7108 -0.001 -0.001 0.002
H 2.8128 0.6017 2.1811 0.000 0.006 -0.001
H 2.1442 1.0104 3.7633 0.008 0.004 0.004
H -1.4373 -0.1268 2.3129 0.001 0.006 0.023
H 0.1467 -0.8707 2.7343 0.016 0.024 0.020
```
Positions in Å, forces in eV/Å.

* expectation value of S²: 8.8252
* energy above the lowest of the compared OMol25 structures with the same formula, charge and spin: 0.00 kcal/mol
* LUMO energy (alpha / beta): -7.689 / -9.907 eV
* net charge: +2
* HOMO energy (alpha / beta): -14.299 / -15.931 eV
* multiplicity: 6

=====

# 2
The ion C12H19N2 with charge +1 in a non-equilibrium geometry, computed with ωB97M-V with the def2-TZVPD basis set.

The geometry in XYZ format:
```
33
Properties=species:S:1:pos:R:3:forces:R:3
C -1.1918 -1.1457 -2.1447 -0.282 1.547 -0.997
N -1.1775 -0.3240 -0.9548 2.452 1.329 0.016
C -2.3906 -0.1272 -0.2764 1.178 -2.395 0.542
C -2.0582 0.1720 1.1164 -1.396 0.436 2.683
N -0.7301 -0.4235 1.3334 0.109 -4.765 -1.527
C -0.0143 -0.0527 2.5184 1.258 1.942 -0.972
C -0.0617 -0.2816 -0.0749 2.796 -3.249 -0.838
C 0.9764 -1.8109 -0.2785 -1.425 3.490 0.699
C 2.2875 -1.6760 -0.1356 0.929 -0.926 -0.526
C 2.9286 -0.3980 0.2355 1.498 -1.175 0.847
C 2.2872 0.7629 0.1644 0.716 -0.178 -0.966
C 0.9052 0.8722 -0.2630 -1.122 1.711 0.047
C 0.6536 1.7337 -1.5037 -3.313 -0.700 2.623
C 0.3528 2.3472 -0.1221 3.056 -1.215 -2.302
H -2.0395 -0.6863 -2.7044 0.355 -1.008 0.032
H -0.3110 -1.0009 -2.8466 -0.790 -0.372 1.314
H -1.3814 -2.1649 -1.8325 -0.016 -0.534 -0.638
H -2.8817 -1.0499 -0.3622 -1.510 -1.458 0.242
H -3.0099 0.5929 -0.5953 -2.180 2.818 -1.828
H -1.9514 1.2761 1.2858 -0.166 -1.084 0.144
H -2.8757 -0.2893 1.7881 1.581 0.983 -0.614
H -0.7356 -1.5408 1.3427 -0.690 2.784 0.027
H 0.1274 1.0118 2.3670 0.333 0.226 0.924
H -0.4576 -0.3474 3.4007 -2.087 -0.029 1.728
H 0.9032 -0.5605 2.6628 1.346 -0.397 -0.964
H 0.5397 -2.7203 -0.6137 -0.662 -0.390 -0.271
H 2.9480 -2.5814 -0.4548 -1.078 1.742 0.963
H 3.9825 -0.4922 0.6113 -1.056 0.430 -0.751
H 2.8062 1.7148 0.1170 0.244 -0.152 0.739
H -0.2744 1.4874 -2.0348 0.849 -0.004 -0.127
H 1.4624 2.1061 -1.9960 2.024 0.840 -1.410
H 1.0038 3.2029 0.0997 -0.218 -0.784 0.579
H -0.6223 2.3936 0.1510 -2.733 0.538 0.581
```
Positions in Å, forces in eV/Å.

* energy above the lowest of the compared OMol25 structures with the same formula, charge and spin: 130.94 kcal/mol
* LUMO energy: -2.955 eV
* net charge: +1
* HOMO energy: -12.130 eV
* SMILES: CN1CC[N@H+](C)[C@@]12C=CC=CC21CC1

=====

# 3
A structure of composition C12H19N6O4SV in a non-equilibrium geometry, computed with ωB97M-V with the def2-TZVPD basis set.

The geometry in XYZ format:
```
43
Properties=species:S:1:pos:R:3:forces:R:3
V 0.3023 0.4445 -0.7614 1.076 0.117 0.978
C -2.3435 -0.3546 4.8839 -0.036 -0.025 -0.024
C -2.7313 0.6246 3.7874 0.134 0.067 -0.012
N -1.5581 1.2213 3.1415 0.107 0.271 0.222
C -0.9211 0.7058 2.0990 -1.146 -1.924 -0.503
S 0.5325 1.3944 1.5180 0.397 0.259 -0.504
N -1.4164 -0.4655 1.5980 -0.903 2.143 1.093
N -0.9507 -0.7540 0.4127 1.215 -3.270 -0.662
C -0.9800 -2.1311 0.1359 -0.406 3.098 0.284
C -2.0209 -3.0020 0.7260 0.096 0.004 0.279
C 0.1529 -2.5404 -0.6172 0.476 -0.075 -0.909
C 0.4463 -3.8780 -0.9380 -0.322 0.477 0.229
C 1.6221 -4.1755 -1.5827 0.338 0.192 -0.117
C 2.4960 -3.1427 -1.9139 -0.004 -0.225 -0.035
C 2.1445 -1.8456 -1.6008 -0.059 0.099 -0.099
N 1.0089 -1.5311 -0.9724 0.107 -0.525 0.002
H -3.2424 -0.7603 5.3479 0.013 -0.016 0.019
H -1.7624 -1.1811 4.4748 -0.008 0.015 -0.011
H -1.7524 0.1339 5.6588 -0.007 0.007 0.001
H -3.3211 0.1338 3.0179 0.032 -0.002 -0.043
H -3.3254 1.4445 4.1887 0.014 0.026 0.023
H -1.1018 2.0012 3.5899 -0.066 -0.055 0.085
H -2.0784 -2.8328 1.8016 -0.002 -0.074 0.009
H -2.9989 -2.7418 0.3120 0.046 0.003 -0.004
H -1.8311 -4.0535 0.5378 -0.013 -0.023 -0.010
H -0.2502 -4.6586 -0.6722 0.005 0.016 0.002
H 1.8674 -5.1996 -1.8290 -0.009 -0.003 -0.008
H 3.4296 -3.3425 -2.4188 0.008 0.038 0.023
H 2.7841 -1.0144 -1.8664 0.015 -0.002 0.005
C 3.0354 4.2800 -3.0639 -0.047 0.073 -0.025
O 3.0474 2.9291 -2.5728 -0.081 -0.180 0.111
C 2.0090 2.4290 -1.9490 0.284 0.338 -0.136
O 2.0724 1.2711 -1.5216 -0.422 -0.306 0.273
N 0.9195 3.2002 -1.7613 -0.046 0.025 -0.119
N -0.2187 2.5784 -1.2211 -0.170 -0.011 0.038
H 4.0201 4.4419 -3.4852 0.011 -0.012 0.003
H 2.8655 4.9833 -2.2490 0.008 -0.011 0.010
H 2.2869 4.3914 -3.8495 0.005 0.002 -0.007
H 0.7888 4.0414 -2.2996 -0.005 0.061 0.035
H -0.9242 2.4710 -1.9658 0.053 -0.027 0.082
H -0.5506 3.1135 -0.4276 0.027 0.025 0.066
O -0.4745 0.2383 -2.4744 -0.994 -0.458 -0.750
O -1.0775 1.1326 -3.2178 0.280 -0.134 0.107
```
Positions in Å, forces in eV/Å.

* expectation value of S²: 4.0066
* energy above the lowest of the compared OMol25 structures with the same formula, charge and spin: 16.23 kcal/mol
* LUMO energy (alpha / beta): -3.565 / -3.944 eV
* net charge: +1
* HOMO energy (alpha / beta): -10.355 / -10.553 eV
* multiplicity: 4